# 1
11
Properties=species:S:1:pos:R:3:forces:R:3:nbo_charge:R:1 method="wB97M-V/def2-TZVPD" gap_ha=0.361 e_above_lowest_kcal_mol=34.3 e_lumo_ha=0.006 spin_multiplicity=1 charge=0
C -1.5325 -1.0851 -0.0333 -0.2 0.2 0.3 -0.3479
C -0.9776 0.1363 0.0031 1.0 -1.3 -0.3 -0.2220
C 0.4926 0.3340 -0.0683 0.4 0.0 0.3 -0.1623
C 1.1099 1.5219 -0.0207 0.6 -0.3 0.2 -0.3014
C 1.3587 -0.8542 -0.0346 -0.4 -0.9 -0.1 0.2656
N 1.9139 -1.8710 0.0258 -0.5 1.3 -0.1 -0.3084
H -0.9898 -2.0538 -0.1368 -0.2 1.1 0.1 0.2222
H -2.6115 -1.1529 0.1085 0.2 -0.1 -0.2 0.2054
H -1.5428 1.0540 0.0766 -0.2 -0.1 0.1 0.2179
H 2.2175 1.5072 0.0058 -0.9 0.4 -0.1 0.2198
H 0.5618 2.4636 0.0738 0.2 -0.4 -0.2 0.2110

# 2
11
Properties=species:S:1:pos:R:3:forces:R:3:nbo_charge:R:1 method="wB97M-V/def2-TZVPD" gap_ha=0.354 e_above_lowest_kcal_mol=141.5 e_lumo_ha=0.026 spin_multiplicity=1 charge=0
N 1.3777 -2.0269 1.2537 1.4 -1.4 1.7 -0.7140
C 0.7507 -1.1102 0.7290 -0.5 -0.5 -0.5 0.2944
C 0.7944 0.1464 0.1913 -0.5 -1.2 -0.1 -0.0098
C -0.3244 -0.6956 -0.1310 1.3 -0.1 0.6 -0.0523
C -1.1134 0.4817 -0.5421 -2.3 1.2 -0.4 -0.4176
C 0.2194 1.3385 -0.4088 -1.7 2.4 1.3 -0.4175
H 0.9676 -2.9341 1.4764 -0.3 0.7 -0.5 0.3701
H -1.6478 0.3575 -1.5754 0.9 0.5 1.9 0.2293
H -1.8962 0.7131 0.2601 1.0 -0.2 -1.2 0.2449
H 0.3057 2.3836 0.1451 -0.3 -2.2 -1.3 0.2326
H 0.5665 1.3460 -1.3983 0.9 0.9 -1.3 0.2399